[1]
9
Properties=species:S:1:pos:R:3:forces:R:3 method="wB97M-V/def2-TZVPD" relative_energy_ev=3.043 lumo_energy_ev="-0.1 / -0.1" fmax_ev_per_a=2.09 homo_ev="-8.309 / -8.491" gap_ha="0.303 / 0.310"
C 0.677 0.942 0.721 0.4 -0.2 -0.1
H 0.588 1.739 1.544 -0.3 -1.4 -1.5
H -1.273 -0.347 -1.926 0.4 0.4 -0.5
H 1.738 0.824 0.419 -0.4 0.4 0.1
C 0.248 -0.456 0.915 -0.9 -1.8 0.4
C -0.142 0.905 -0.525 0.4 1.5 -0.7
H -0.858 -2.186 0.010 0.7 0.2 0.2
C -0.389 -1.200 -0.055 0.6 0.8 1.3
C -0.589 -0.221 -1.102 -0.8 0.0 0.8



[2]
71
Properties=species:S:1:pos:R:3:forces:R:3 method="wB97M-V/def2-TZVPD" relative_energy_ev=1.209 lumo_energy_ev=-1.0 fmax_ev_per_a=6.94 homo_ev=-5.424 gap_ha=0.162
C -4.064 0.000 2.113 -0.1 -0.2 -0.4
H 1.928 -3.086 -0.367 0.3 0.4 -0.1
H -5.895 -1.282 -1.075 0.1 0.1 0.3
O -0.121 -2.263 0.294 -4.4 0.0 -1.8
H 3.609 -2.619 -0.832 -0.2 0.1 0.2
H 0.019 3.886 5.298 -0.1 -0.1 -0.3
H -1.769 -0.645 -0.525 -3.2 -2.3 -0.6
C -2.908 2.969 -0.428 -0.5 0.6 0.1
C -1.369 -2.487 -0.208 5.2 -2.5 3.0
H -2.082 3.629 -0.717 -0.2 -0.2 0.0
H -0.690 5.361 3.417 -0.1 -0.4 0.0
C 3.199 3.869 2.485 -0.1 -0.1 0.1
C -1.448 -3.093 -1.566 -0.8 -0.1 -1.4
C 2.646 -2.255 -0.434 0.4 -0.3 0.0
C -4.445 0.098 -0.282 0.4 -0.1 -0.1
H -6.384 -2.310 1.143 0.2 0.3 0.0
H 2.332 0.666 3.315 0.0 0.3 -0.2
C -0.876 4.285 3.368 0.1 0.0 0.2
C -1.280 1.526 3.208 0.0 0.3 -0.2
H -0.682 -3.899 -1.664 -0.4 0.7 0.4
H -1.817 4.399 1.433 0.2 -0.2 0.3
C -5.662 -1.493 1.064 0.1 0.0 0.1
H 2.871 -2.186 -3.372 -0.3 0.0 -0.1
C -0.474 3.460 4.422 -0.2 0.0 -0.3
H -1.301 -2.390 -2.395 0.2 0.0 0.2
P -2.310 1.626 0.610 0.3 0.2 0.5
H 1.148 -2.595 -3.075 0.2 0.2 0.0
H -3.302 -3.269 0.438 0.1 0.0 0.0
C 1.894 2.840 0.707 -0.1 -0.7 0.7
C 1.880 -1.775 -3.124 0.4 -0.1 -0.2
H -1.853 -4.027 1.173 -0.1 0.7 -0.4
H -3.647 3.537 0.157 0.1 0.0 -0.3
H 3.651 0.584 -0.629 -0.2 -0.1 -0.3
C -1.502 3.744 2.249 -0.1 -0.4 -0.1
H 3.737 4.734 2.875 -0.1 -0.2 -0.1
H 2.698 4.838 0.620 -0.1 -0.4 0.2
N 0.987 0.579 1.090 -1.3 -2.6 -0.4
H -2.402 -2.403 1.688 0.2 -0.2 -0.1
C -0.689 2.082 4.341 0.0 0.0 -0.2
C -5.011 -1.023 2.208 0.0 0.1 -0.2
H -3.390 2.584 -1.335 0.2 0.1 0.2
H -3.575 0.380 3.010 -0.1 -0.2 -0.3
C 3.422 0.184 -1.627 0.0 0.1 -0.1
H -2.435 -3.559 -1.754 0.4 0.3 0.2
C -5.383 -0.923 -0.180 -0.1 0.0 0.1
H 1.105 1.249 -3.369 0.0 0.0 0.3
H 2.786 -1.838 0.575 -0.1 -0.1 -0.3
C 3.097 2.681 3.244 0.1 0.6 -0.7
C -1.469 0.569 -3.862 0.0 0.2 -0.3
H -0.992 -0.158 -4.536 -0.3 0.1 0.2
H 3.559 2.638 4.235 -0.1 -0.1 -0.3
H -1.374 0.443 3.127 0.1 0.3 0.0
H -0.369 1.428 5.152 0.0 0.2 -0.2
H 1.422 2.892 -0.272 0.0 0.1 0.0
H -0.580 2.680 -2.397 0.2 0.1 -0.2
H 3.192 1.020 -2.298 0.2 -0.2 0.2
H -1.849 1.409 -4.466 0.0 -0.4 0.1
C -1.708 2.357 2.152 -0.2 0.3 0.5
C 2.601 3.922 1.216 0.2 0.0 0.3
C -3.736 0.530 0.853 -0.6 0.2 0.5
C 1.721 1.606 1.467 0.3 2.3 -0.3
H -5.227 -1.465 3.179 0.0 0.1 -0.2
C 2.422 1.591 2.731 -0.5 -0.6 0.0
Sn -0.371 -0.008 -0.288 5.7 4.0 0.0
Si -0.193 1.258 -2.637 -0.9 0.0 0.4
H 1.568 -1.066 -3.901 0.1 -0.2 0.1
C -2.301 -3.067 0.823 -0.7 0.6 0.2
H 4.288 -0.381 -2.009 -0.2 0.2 0.1
H -2.318 0.089 -3.353 0.2 0.1 -0.2
P 1.979 -0.932 -1.504 0.1 -0.9 0.8
H -4.224 0.535 -1.267 -0.1 -0.3 0.5



[3]
28
Properties=species:S:1:pos:R:3:forces:R:3 method="wB97M-V/def2-TZVPD" relative_energy_ev=0.000 lumo_energy_ev="-5.9 / -5.6" fmax_ev_per_a=0.43 homo_ev="-12.736 / -12.421" total_charge=+1 gap_ha="0.251 / 0.250" spin_multiplicity=4 s2=3.8415
C 4.740 -3.432 -0.554 0.0 0.0 0.0
H 1.462 2.401 -1.569 0.0 0.0 0.0
N -0.296 1.854 -0.628 0.0 -0.3 0.1
H -3.105 3.663 -0.210 0.0 0.0 0.0
C 2.667 -4.019 0.533 0.1 0.0 -0.1
C 0.468 2.730 -1.296 0.0 0.1 -0.1
C 3.960 -4.345 0.135 0.0 0.0 0.0
H 0.625 4.701 -2.156 0.0 0.0 0.0
O -1.115 7.289 -2.487 0.0 0.0 0.0
C 2.216 -2.762 0.210 -0.2 0.0 0.1
C -1.270 4.276 -1.209 0.0 0.0 0.0
C 0.005 3.997 -1.618 0.1 0.0 0.0
O -3.204 7.019 -1.522 0.0 0.0 0.0
S 2.283 -0.210 -0.851 0.0 0.0 0.0
H 2.045 -4.719 1.072 0.0 0.0 0.0
Re 0.216 -0.113 -0.043 -0.1 0.4 -0.1
H 5.744 -3.687 -0.863 0.0 0.0 0.0
Cl 5.236 -1.062 -1.718 0.0 0.0 0.0
C -2.324 1.126 0.495 0.0 0.0 0.0
C -2.165 7.165 -2.010 0.0 0.0 0.1
C -2.097 3.428 -0.527 0.0 0.0 0.0
C 2.947 -1.809 -0.476 0.1 -0.1 0.0
C -1.548 2.189 -0.252 -0.1 0.1 0.0
H 4.360 -5.322 0.367 0.0 0.0 0.0
Cl 0.562 -2.329 0.713 0.2 -0.2 0.0
C 4.241 -2.173 -0.859 0.0 0.0 0.0
O -1.625 -0.006 0.667 0.0 0.0 0.0
O -3.436 1.302 0.880 0.0 0.1 0.0